Run a
Formula: C6H7OP
Source: the OMol25 dataset
Level of theory: ωB97M-V/def2-TZVPD

The geometry in XYZ format:
```
15
C6H7OP (ωB97M-V/def2-TZVPD)
C -3.42993 0.30388 -0.61708
C -2.36352 0.08110 -0.11933
C -0.27155 -0.76367 1.24969
C -1.17733 -0.08739 0.55748
C 1.17865 -0.33869 1.27734
C 1.56277 0.30014 -1.36263
O -0.15058 1.53704 0.21199
P 1.36109 1.26223 0.25299
H -4.27501 0.21666 -1.22901
H -0.57694 -1.67103 1.65226
H 1.52427 -0.19235 2.38206
H 1.94583 -0.94238 0.80824
H 1.49070 0.94926 -2.13848
H 0.75397 -0.45128 -1.45463
H 2.42757 -0.20354 -1.47090
```

The value obtained for the gap between HOMO and LUMO (alpha / beta) is 7.99 / 7.99 eV. The HOMO energy (alpha / beta) is -8.3 / -8.3 eV.

Calculated atomic charges, method Mulliken, unit e:
1 C -0.219
2 C -0.668
3 C -0.222
4 C 0.596
5 C -0.644
6 C -1.247
7 O -0.467
8 P 0.170
9 H 0.436
10 H 0.431
11 H 0.342
12 H 0.334
13 H 0.409
14 H 0.290
15 H 0.459

Run b
Formula: C6H7OP
Source: the OMol25 dataset
Level of theory: ωB97M-V/def2-TZVPD

The geometry in XYZ format:
```
15
C6H7OP (ωB97M-V/def2-TZVPD)
C -1.36092 0.84249 0.35255
C -0.23365 1.42696 0.49683
C 1.02483 0.70138 0.93843
C 0.89564 -0.85413 0.38589
C 0.83328 -0.88374 -1.14201
P -0.50181 -0.88619 -2.09168
O -1.91055 -0.71121 -1.24503
C -2.12668 -0.16791 -0.04261
H -0.14018 2.52768 0.18318
H 1.87995 1.08744 0.51314
H 1.08798 0.91317 1.97113
H 0.16900 -1.53246 0.75107
H 1.87897 -1.31908 0.51048
H 1.65912 -0.91202 -1.77953
H -3.15499 -0.23242 0.19814
```

The value obtained for the gap between HOMO and LUMO is 9.05 eV. The SMILES is C1=CCC/C=P\OC=1. The HOMO energy is -8.5 eV.

Calculated atomic charges, method Mulliken, unit e:
1 C 0.227
2 C -0.301
3 C -0.471
4 C -0.987
5 C -0.104
6 P -0.139
7 O -0.322
8 C -0.520
9 H 0.275
10 H 0.395
11 H 0.366
12 H 0.447
13 H 0.327
14 H 0.408
15 H 0.400

Here is how they stack up, most stable first: run b, run a.

Run a
Formula: CHN3O2
Source: the OMol25 dataset
Level of theory: ωB97M-V/def2-TZVPD

The geometry in XYZ format:
```
7
CHN3O2 (ωB97M-V/def2-TZVPD)
O 1.92184 0.11354 -0.04810
C 0.62701 0.07275 -0.01074
N -0.15846 1.10366 -0.00592
N -1.38837 0.61648 0.05263
N -1.39707 -0.62136 -0.04075
O -0.09860 -1.03563 0.00182
H 2.25927 -0.75126 0.39292
```

The value obtained for the gap between HOMO and LUMO is 11.04 eV. The SMILES is Oc1nnno1. The HOMO energy is -11.0 eV.

Calculated atomic charges, method Mulliken, unit e:
1 O -0.435
2 C 0.687
3 N -0.327
4 N -0.154
5 N 0.018
6 O -0.161
7 H 0.371

Run b
Formula: CHN3O2
Source: the OMol25 dataset
Level of theory: ωB97M-V/def2-TZVPD

The geometry in XYZ format:
```
7
CHN3O2 (ωB97M-V/def2-TZVPD)
O -2.18923 0.10343 -0.13881
C -1.06134 0.26538 0.04789
N -0.13847 1.38770 0.20896
N 1.01442 0.84097 -0.15512
N 0.98428 -0.39685 -0.06326
O -0.27235 -0.93321 0.17187
H 1.66269 -1.26742 -0.07152
```

The value obtained for the gap between HOMO and LUMO is 10.43 eV. The SMILES is O=c1nn[nH]o1. The HOMO energy is -10.4 eV.

Calculated atomic charges, method Mulliken, unit e:
1 O -0.407
2 C 0.486
3 N -0.240
4 N -0.189
5 N 0.233
6 O -0.229
7 H 0.345

Run c
Formula: CHN3O2
Source: the OMol25 dataset
Level of theory: ωB97M-V/def2-TZVPD

The geometry in XYZ format:
```
7
CHN3O2 (ωB97M-V/def2-TZVPD)
C 0.65692 0.13842 0.56411
H 0.52441 -1.62678 -0.96916
N -0.61807 0.98654 0.92110
N -1.43286 0.81193 0.00821
N 0.21268 -0.40845 -0.64332
O 1.77700 0.19962 0.96566
O -1.12008 -0.10128 -0.84661
```

The value obtained for the gap between HOMO and LUMO is 10.21 eV. The HOMO energy is -10.6 eV.

Calculated atomic charges, method Mulliken, unit e:
1 C 0.427
2 H 0.390
3 N -0.198
4 N 0.065
5 N -0.199
6 O -0.465
7 O -0.021

Here is how they stack up, most stable first: run a, run b, run c.